Below is a molecular structure, C9H16NP, with properties calculated with ωB97M-V with the def2-TZVPD basis set.

## Properties
spin multiplicity	3
strongest force on any atom	6.7	eV/Å
LUMO energy (alpha / beta)	0.78 / -2.92	eV
HOMO-LUMO gap (alpha / beta)	5.86 / 6.31	eV
E_HOMO (alpha / beta)	-5.08 / -9.23	eV
M	169.21	g mol⁻¹

Atoms and positions in Å:
H: -0.9763 -0.1408 1.9171
C: -3.7306 -0.5841 0.8879
C: -0.4245 -0.2656 0.9925
C: -1.1329 0.3272 -0.1991
H: -0.0825 -1.1300 -1.9958
H: 3.5590 -0.2312 1.2550
C: 1.0605 0.3410 1.1702
H: -0.3736 0.5860 -2.5531
H: 3.6933 1.0637 -0.1580
H: 2.0917 -0.0671 -2.2283
C: 1.3399 0.3102 -1.4519
C: 1.8696 -0.1032 -0.0986
H: -4.5708 -1.1719 0.5576
H: -0.4068 -1.2978 0.8887
H: 3.8608 -0.5900 -0.6684
H: 1.4710 -0.0239 2.0477
N: -1.4531 2.8234 -0.4163
H: -1.8263 -1.7736 -0.3232
P: -2.6518 -0.7080 -0.6058
H: -3.2512 -0.9460 1.8347
C: 3.3977 0.0083 0.1379
H: 0.7567 1.4043 1.4414
C: 0.0019 -0.0884 -1.8023
H: -4.0675 0.3997 1.0831
H: 1.5877 -1.2113 0.0763
H: 1.5185 1.3721 -1.5153
C: -1.2602 1.6970 -0.2739



Below is a gas-phase ion, C4H7N2 (charge +1), with properties calculated with ωB97M-V with the def2-TZVPD basis set.

## Properties
charge	+1
spin multiplicity	3
strongest force on any atom	4.1	eV/Å
LUMO energy (alpha / beta)	-5.19 / -7.23	eV
relative energy (zero: lowest compared OMol25 entry of this formula, charge and spin)	85.5	kcal/mol
HOMO-LUMO gap (alpha / beta)	5.25 / 8.22	eV
E_HOMO (alpha / beta)	-10.44 / -15.45	eV
M	83.11	g mol⁻¹

Atoms and positions in Å:
H: 2.0816 1.7778 -0.2280
H: 0.1624 -0.4458 1.5701
C: -1.9420 0.8622 0.0911
H: -1.2309 -2.0983 0.0148
C: 2.3992 0.7334 -0.1492
C: 0.3681 -0.4513 0.4421
H: -1.9080 1.8298 0.5344
H: 3.3841 0.4567 -0.4297
H: -2.8563 0.4006 -0.2054
N: -1.0079 0.0340 0.0140
H: -0.4258 -1.5027 -1.4118
C: -0.6856 -1.3080 -0.3476
N: 1.6613 -0.2886 0.1053



Below is a molecular structure, C46H75AsNO3PPtS2Si4Te, with properties calculated with ωB97M-V with the def2-TZVPD basis set.

## Properties
charge	-2
strongest force on any atom	2.3	eV/Å
LUMO energy	3.95	eV
relative energy (zero: lowest compared OMol25 entry of this formula, charge and spin)	47.6	kcal/mol
HOMO-LUMO gap	5.85	eV
E_HOMO	-1.90	eV
M	1295.16	g mol⁻¹

Atoms and positions in Å:
C: 2.2908 2.7368 0.6741
H: 3.6666 -1.4580 0.8476
Si: -2.4113 -1.3696 -4.1006
C: 1.2425 2.3444 -0.3786
H: 1.9792 -1.8639 -6.5262
C: -3.1886 -3.9409 5.3149
H: 5.4626 2.7295 2.4304
H: -3.8594 -3.6400 3.3144
H: 3.7774 1.5271 -1.5653
C: -2.8598 -1.3094 -5.9516
C: 1.5079 3.4332 1.7960
H: -1.1102 7.9518 1.3464
H: 4.4715 -0.0677 -1.8395
H: 2.1611 3.9044 2.5303
C: -3.5216 -0.0704 -3.2926
H: 0.2245 1.9113 -6.6061
C: -1.0978 -2.8830 5.8692
C: -1.9505 3.3297 2.4153
C: 2.6060 1.6482 4.1109
C: -2.0176 -2.5935 3.6690
H: -4.5885 -0.3069 -3.3523
H: -1.4988 2.5403 -4.1890
O: -3.8961 1.9168 3.2506
C: 2.2565 1.4569 -4.1641
C: -3.0879 -3.4124 4.0375
H: -3.6521 -4.1337 0.5441
C: -2.1839 -3.6552 6.2375
H: -2.1311 8.0726 2.7813
H: 0.8710 4.2158 1.3688
H: 1.5191 -3.5741 -6.5911
C: 0.1863 0.9033 -6.1833
C: -0.5376 2.4366 -3.6728
H: -2.2480 -4.0450 7.2474
H: 5.3269 -1.1590 1.3984
C: -6.5271 -1.0668 1.1372
H: -2.4773 3.5113 0.3630
C: -0.0291 -5.4215 0.8555
H: 2.8283 0.0718 -1.1892
H: -3.2510 0.0041 -2.2326
C: -4.3690 -1.6958 0.2777
Si: -0.2419 -1.0511 -3.2096
C: -1.8714 5.4117 1.2148
H: 0.5850 3.1981 -0.5818
H: 0.8507 2.7242 2.3045
H: -2.0199 5.9741 0.2975
C: 2.9071 -2.5954 -3.7088
C: -5.7253 -1.4789 0.0802
H: 0.2765 -2.3092 -6.6483
C: -1.4917 3.9770 3.5575
C: 3.7531 1.5327 3.0909
C: 3.2851 3.7348 0.0789
H: -0.8926 5.8468 4.4225
C: -2.1317 4.0451 1.2406
C: -1.6529 -3.6523 1.1552
C: -1.2525 7.5745 2.3604
C: -0.9750 -2.3621 4.5676
H: 6.3570 0.9178 -0.5147
H: -2.1917 -1.9491 -6.5413
H: 2.9246 -2.5052 -2.6155
H: 2.7347 4.6260 -0.2459
S: -2.6398 1.6759 2.5513
P: 2.9696 1.0859 1.3878
H: 1.8313 0.9101 3.8935
O: -1.6642 0.9095 3.3491
C: -4.6048 -1.0713 2.5821
H: 5.5451 2.3339 0.1631
C: 1.2341 -2.5950 -6.1966
H: -0.3893 7.8596 2.9654
C: 3.8284 0.5151 -1.1699
H: -0.3057 -2.6780 6.5795
H: 0.9893 -5.7816 0.9488
C: -1.4476 6.0770 2.3606
H: 4.1100 3.6915 3.0346
H: -3.8855 -1.6528 -6.1115
N: 1.9832 -0.0744 1.5035
Si: 1.1039 -2.6352 -4.2959
C: -3.8022 -1.5236 1.5375
H: -3.7421 -1.9799 -0.5569
C: 4.3940 0.4823 0.2559
Pt: 0.0488 -0.5366 1.8567
H: 6.2429 1.1114 1.2352
As: -1.9089 -1.8284 1.8709
H: 3.4427 -1.7309 -4.1160
H: 0.6220 1.5286 -0.0080
C: 5.7060 1.2622 0.2977
H: 2.9115 0.5902 -4.0195
C: 4.5515 0.2843 3.4993
H: -4.0341 -4.5619 5.5851
C: -3.0525 -3.0615 -3.5306
H: 0.0199 3.3709 -3.7851
C: -2.6318 -4.4824 0.6328
H: 4.0341 4.0518 0.8099
H: -6.1579 -1.6369 -0.9010
Te: -0.7020 -1.3593 -0.7598
H: -4.1774 -0.8950 3.5589
H: 4.7938 0.3313 4.5671
H: 2.9846 1.4379 5.1181
H: 1.2636 -5.1516 -4.0784
H: 1.6835 2.0228 -1.3211
H: 5.1286 2.7967 4.1655
H: -2.7770 -0.2936 -6.3511
H: 0.2170 -4.4316 -2.8374
H: 3.4588 -3.4996 -3.9827
C: -5.9594 -0.8411 2.3827
H: -1.3453 3.3942 4.4603
C: 0.5018 -4.3877 -3.8958
C: 4.6255 -1.0068 0.5781
H: 2.1476 2.6350 4.1286
H: 5.0164 -1.5262 -0.3048
H: 3.9490 -0.6105 3.3244
C: 4.6624 2.7607 3.1722
S: 0.5054 -1.5231 4.1403
C: -2.3111 -5.7657 0.1989
H: 2.5884 1.9900 -5.0600
H: 0.4128 -3.4730 1.6582
C: -1.0143 -6.2411 0.3131
H: 2.4056 2.1170 -3.3075
H: 0.9705 0.3022 -6.6572
H: -0.3864 -4.6435 -4.4851
H: -6.5633 -0.4696 3.2009
C: -0.3443 -4.1381 1.2642
H: -4.1412 -3.0844 -3.4212
H: -2.7615 -3.8635 -4.2184
C: -1.2372 5.3399 3.5254
Si: 0.4321 0.9283 -4.2938
H: -7.5873 -0.8979 0.9832
H: -2.6081 -3.2932 -2.5544
O: -2.7884 1.2304 1.1774
H: 5.4894 0.1966 2.9483
H: 3.8038 3.3369 -0.7940
H: -0.7737 0.4482 -6.4523
H: -3.3632 0.9205 -3.7335
H: -0.7721 -7.2448 -0.0177
H: -3.0840 -6.3944 -0.2294
H: -0.7561 2.2986 -2.6072



Below is 2 unconnected molecules or ions with the total composition C4H7PS, with properties calculated with ωB97M-V with the def2-TZVPD basis set.

## Properties
strongest force on any atom	3.8	eV/Å
LUMO energy (alpha / beta)	-1.34 / -1.34	eV
relative energy (zero: lowest compared OMol25 entry of this formula, charge and spin)	59.9	kcal/mol
HOMO-LUMO gap (alpha / beta)	6.14 / 6.14	eV
E_HOMO (alpha / beta)	-7.48 / -7.48	eV
M	118.14	g mol⁻¹

Atoms and positions in Å:
C: 0.2080 -0.4652 -0.3779
C: 0.4865 1.7858 0.7207
H: 1.0044 2.6108 0.1238
H: 0.9466 2.0618 1.6484
H: -0.6003 1.8326 0.4880
S: -3.2225 -0.0128 0.7225
H: -0.5490 -2.1117 -1.5278
H: 1.8318 0.0376 0.8389
C: 0.1796 -1.8212 -0.8289
H: 1.0921 -2.1748 -1.2401
C: 0.9553 0.3786 0.3029
H: -0.0929 -2.6309 -0.0238
P: -2.2396 0.5094 -0.8468